Record 1
Molecular formula: C32H64Br6O10
Method: DFT, the ωB97M-V functional and the def2-TZVPD basis

Results
* E_HOMO: -9.576 eV
* calculated total energy: -474949.6469 eV
* SMILES: CCOC(C)=O.CCOC(C)=O.CC(C)=O.CC(C)=O.CC(C)=O.CC(C)=O.CC(C)=O.CC(C)=O.BrCCBr.BrCCBr.BrCCBr
* gap between HOMO and LUMO: 9.69 eV

Atoms and positions in Å:
1 C 3.60323 8.98789 3.23071
2 C 4.29021 8.89966 4.55453
3 O 3.64673 8.49444 5.54619
4 C 5.77041 9.23574 4.64051
5 H 3.92837 9.84768 2.64494
6 H 2.57326 9.21271 3.50763
7 H 3.63397 8.07133 2.64157
8 H 6.40571 8.52405 4.11326
9 H 6.20742 9.21094 5.63876
10 H 5.93024 10.26743 4.32720
11 C -8.31182 2.60278 1.43119
12 C -7.55036 2.76760 2.71688
13 O -7.81930 2.10630 3.69830
14 C -6.25361 3.58233 2.74481
15 H -7.78096 1.81713 0.89358
16 H -8.09886 3.45126 0.78093
17 H -9.33632 2.24971 1.54884
18 H -6.33153 4.56131 2.27193
19 H -5.46789 3.10393 2.16011
20 H -5.82931 3.55335 3.74842
21 C 6.45741 -3.87803 -2.78681
22 C 7.45361 -2.75767 -2.92998
23 O 7.46175 -2.06002 -3.93889
24 C 8.24902 -2.45934 -1.68370
25 H 5.70792 -3.67362 -2.02223
26 H 7.04618 -4.78369 -2.64113
27 H 5.95320 -3.95006 -3.75049
28 H 7.67059 -1.92960 -0.92680
29 H 9.11341 -1.84039 -1.92422
30 H 8.48061 -3.39077 -1.16706
31 C 0.07486 -1.36961 0.54940
32 C 0.26990 -0.13531 -0.23499
33 O -0.63884 0.58597 -0.52821
34 C 1.70488 0.29517 -0.51571
35 H -0.99795 -1.54511 0.62937
36 H 0.44619 -1.11549 1.54220
37 H 0.58225 -2.23724 0.12767
38 H 1.81948 1.37909 -0.52445
39 H 1.94516 -0.06401 -1.51639
40 H 2.43274 -0.28241 0.05415
41 C 3.84320 2.15282 -8.86563
42 C 4.06622 3.37026 -9.74794
43 O 3.08586 3.87237 -10.31420
44 C 5.45977 3.89098 -9.96361
45 H 4.49894 1.30834 -9.07768
46 H 2.80648 1.82810 -8.95428
47 H 3.95719 2.46562 -7.82773
48 H 5.97324 4.01089 -9.00963
49 H 5.37630 4.78255 -10.58507
50 H 5.99165 3.11607 -10.51560
51 C 10.18910 4.32574 0.44520
52 C 8.91022 4.31832 -0.28368
53 O 7.85433 4.19049 0.34254
54 C 8.96687 4.63119 -1.76594
55 H 10.94912 3.89426 -0.20619
56 H 10.14215 3.82044 1.40985
57 H 10.45119 5.35392 0.69475
58 H 9.71438 4.06344 -2.32000
59 H 9.08777 5.69282 -1.98138
60 H 8.06728 4.39645 -2.33491
61 O -0.49608 3.05899 9.36657
62 C -1.64546 2.66506 9.60904
63 O -2.25193 1.56150 9.06117
64 C -1.61227 0.80450 8.00753
65 C -1.07614 -0.51465 8.59519
66 C -2.47941 3.29406 10.74677
67 H -0.90279 1.39612 7.42897
68 H -2.36203 0.67394 7.22720
69 H -0.80982 -1.21559 7.80408
70 H -1.86419 -0.95448 9.20643
71 H -0.20868 -0.42646 9.24927
72 H -3.47438 2.84968 10.77217
73 H -2.51366 4.34408 10.45624
74 H -1.92030 3.08596 11.65902
75 O -4.26148 -14.04768 -1.25677
76 C -4.49168 -13.15878 -0.50395
77 O -3.73708 -12.06075 -0.29061
78 C -2.46353 -11.98830 -1.00501
79 C -1.65506 -10.68468 -0.78339
80 C -5.78603 -13.18393 0.26252
81 H -2.74322 -12.01008 -2.05829
82 H -1.76514 -12.80624 -0.82802
83 H -0.75963 -10.67505 -1.40485
84 H -1.20952 -10.62495 0.20960
85 H -2.28359 -9.81694 -0.98357
86 H -5.73220 -12.71522 1.24513
87 H -6.19168 -14.18958 0.37301
88 H -6.54347 -12.60501 -0.26591
89 Br -10.91791 -3.42355 0.60170
90 C -9.44537 -4.77168 0.88051
91 C -8.44343 -4.25669 1.90203
92 Br -6.91349 -5.60269 1.96494
93 H -8.86790 -5.01420 -0.01156
94 H -9.84971 -5.71497 1.24769
95 H -8.85132 -4.06657 2.89478
96 H -8.10619 -3.28977 1.52860
97 Br -2.12716 -4.60359 -5.69935
98 C -4.09482 -4.30398 -5.88236
99 C -4.54419 -3.08886 -4.98380
100 Br -6.50827 -2.67385 -5.28176
101 H -4.60257 -5.23725 -5.63887
102 H -4.25256 -4.12412 -6.94578
103 H -4.06593 -2.12922 -5.17989
104 H -4.44283 -3.31222 -3.92176
105 Br -4.11358 6.80401 -3.43669
106 C -2.25749 6.60356 -3.95042
107 C -1.36776 7.03500 -2.79869
108 Br 0.54941 6.85937 -3.30596
109 H -2.08304 7.26237 -4.80109
110 H -2.16357 5.61333 -4.39622
111 H -1.61498 6.46707 -1.90178
112 H -1.50812 8.09245 -2.57467

---

Record 2
Molecular formula: C32H64O16
Method: DFT, the ωB97M-V functional and the def2-TZVPD basis

Results
* E_HOMO (alpha / beta): -11.817 / -11.817 eV
* calculated total energy: -66971.8051 eV
* gap between HOMO and LUMO (alpha / beta): 7.34 / 2.49 eV
* total charge: +1
* expectation value of S²: 0.76
* 2S+1: 2

Atoms and positions in Å:
1 O -20.03635 -10.75639 -22.82191
2 C -19.19400 -10.36552 -23.60206
3 O -17.92875 -10.10765 -23.30727
4 C -17.47074 -10.29113 -21.96347
5 C -17.47153 -9.05798 -21.08258
6 C -19.59595 -10.18077 -25.04228
7 H -16.47516 -10.70608 -22.12076
8 H -18.06350 -11.10124 -21.53866
9 H -16.63844 -8.44991 -21.43515
10 H -17.18478 -9.22641 -20.04455
11 H -18.33944 -8.40202 -21.15006
12 H -20.67489 -10.26894 -25.16961
13 H -19.16465 -10.95418 -25.67783
14 H -19.31049 -9.17583 -25.35325
15 O -13.71923 -4.22369 -24.35063
16 C -12.97749 -4.62577 -23.47996
17 O -12.25957 -3.96292 -22.59670
18 C -12.06385 -2.53286 -22.73684
19 C -10.82260 -1.99879 -21.92909
20 C -12.58850 -6.09177 -23.39421
21 H -13.00565 -2.04168 -22.49219
22 H -11.99116 -2.38175 -23.81387
23 H -9.91633 -2.59588 -22.03032
24 H -10.94974 -2.15209 -20.85744
25 H -10.54577 -0.95761 -22.09466
26 H -13.05480 -6.63200 -24.21812
27 H -13.01752 -6.67518 -22.57955
28 H -11.50863 -6.23565 -23.35862
29 O -15.63033 -4.18306 -18.67868
30 C -15.02937 -3.58329 -19.55031
31 O -15.40600 -3.47661 -20.88985
32 C -16.71827 -3.93574 -21.21420
33 C -16.68345 -5.47557 -21.56982
34 C -13.74406 -2.77537 -19.21001
35 H -17.04290 -3.30757 -22.04373
36 H -17.36203 -3.78178 -20.34820
37 H -16.85892 -6.07307 -20.67522
38 H -15.86571 -5.82886 -22.19799
39 H -17.60159 -5.67226 -22.12338
40 H -13.97787 -2.04162 -18.43862
41 H -13.43841 -2.39047 -20.18291
42 H -12.96363 -3.39485 -18.76810
43 O -12.32312 -3.39924 -14.84712
44 C -12.89673 -4.40910 -15.22778
45 O -14.20269 -4.56239 -15.47214
46 C -15.09279 -3.46334 -15.42648
47 C -16.53201 -4.01705 -15.47533
48 C -12.18248 -5.69632 -15.50668
49 H -14.80309 -2.68308 -16.13031
50 H -14.97276 -2.98337 -14.45524
51 H -16.83993 -4.56406 -16.36644
52 H -17.22948 -3.18205 -15.40907
53 H -16.82306 -4.67618 -14.65745
54 H -12.63500 -6.62735 -15.16534
55 H -11.17736 -5.61059 -15.09377
56 H -12.16775 -5.72184 -16.59628
57 O -8.27366 -6.66865 -27.13570
58 C -8.36829 -5.46572 -27.41493
59 O -8.97122 -4.50998 -26.75172
60 C -9.65358 -4.78800 -25.55322
61 C -8.64859 -4.74388 -24.36708
62 C -7.69139 -4.99669 -28.69335
63 H -10.15488 -5.75580 -25.56571
64 H -10.42556 -4.06106 -25.30082
65 H -8.09575 -3.80864 -24.27873
66 H -7.87893 -5.48011 -24.59879
67 H -9.01484 -5.09619 -23.40280
68 H -6.65946 -4.98511 -28.34253
69 H -8.07426 -4.02160 -28.99452
70 H -7.84639 -5.74477 -29.47082
71 O -7.89495 -6.31041 -17.23772
72 C -6.91966 -6.50533 -17.90417
73 O -6.20053 -5.57148 -18.59213
74 C -6.44292 -4.21629 -18.44818
75 C -5.59547 -3.73724 -17.24453
76 C -6.36227 -7.93182 -18.00404
77 H -7.51374 -4.02174 -18.38812
78 H -6.02252 -3.83981 -19.38072
79 H -5.76301 -4.30955 -16.33212
80 H -5.79258 -2.69278 -17.00297
81 H -4.52572 -3.74874 -17.45333
82 H -7.17645 -8.53250 -18.40948
83 H -6.00966 -8.33677 -17.05547
84 H -5.60440 -7.81015 -18.77794
85 O -8.07437 -8.97647 -23.03731
86 C -8.05801 -8.86486 -21.80246
87 O -7.07911 -8.20342 -21.08768
88 C -6.06336 -7.46083 -21.77120
89 C -4.84887 -8.39105 -21.99622
90 C -8.93990 -9.73868 -21.02186
91 H -5.75219 -6.61212 -21.16213
92 H -6.54829 -7.16634 -22.70190
93 H -4.38681 -8.76831 -21.08394
94 H -4.10593 -7.86607 -22.59666
95 H -5.01368 -9.22224 -22.68183
96 H -8.34620 -10.30823 -20.30685
97 H -9.48628 -10.40995 -21.68440
98 H -9.59053 -9.10852 -20.41550
99 O -11.77486 -7.70566 -19.58460
100 C -12.44536 -6.64754 -19.71072
101 O -11.97473 -5.38928 -19.54239
102 C -10.58085 -5.14223 -19.24814
103 C -9.73910 -5.37653 -20.52873
104 C -13.84495 -6.72148 -20.25998
105 H -10.22718 -5.79883 -18.45323
106 H -10.64543 -4.07332 -19.04476
107 H -9.96963 -6.33278 -20.99835
108 H -8.67561 -5.21560 -20.35206
109 H -10.06713 -4.68189 -21.30201
110 H -14.49323 -6.51559 -19.40825
111 H -14.09404 -7.75418 -20.50407
112 H -14.09049 -6.04548 -21.07902

---

Record 3
Molecular formula: C32H65BBrFN2O4PS2
Method: DFT, the ωB97M-V functional and the def2-TZVPD basis

Results
* E_HOMO: -4.073 eV
* calculated total energy: -149804.8169 eV
* gap between HOMO and LUMO: 6.03 eV
* total charge: -1

Atoms and positions in Å:
1 C 3.28961 -1.79859 6.73617
2 C 4.78961 -1.26009 6.65393
3 P 4.89402 0.65432 6.58945
4 C 6.75114 0.97918 6.95828
5 B 4.41376 1.30466 4.83918
6 F 3.50196 0.23156 4.35447
7 O 3.93516 2.69421 4.70686
8 C 3.71480 2.84112 3.28049
9 C 3.55394 4.30526 2.69181
10 C 2.05041 4.78055 2.48036
11 C 1.17074 3.77980 1.57175
12 S -0.37260 3.42223 2.54366
13 C -0.84494 1.65675 2.33664
14 S 0.13072 0.59545 1.46330
15 N -2.09728 1.26288 2.99620
16 C -3.26986 1.33935 2.08953
17 C -3.68276 -0.04407 1.39695
18 O -2.66896 -1.05909 1.44630
19 C -2.43621 -1.31228 2.84446
20 C -1.98909 -0.03578 3.69941
21 C 5.00806 2.00470 2.70931
22 Br 4.11501 0.95094 1.21893
23 C 6.21162 2.83903 2.08862
24 C 7.59283 2.01589 2.02407
25 C 7.69676 1.03082 0.77163
26 C 8.18790 -0.45422 1.14807
27 N 7.09495 -1.31861 1.66831
28 C 7.04312 -1.29922 3.19191
29 C 7.32816 -2.73382 1.35567
30 C 6.11915 -3.79173 1.38418
31 O 8.45337 -3.21815 1.09359
32 O 5.49241 1.27123 3.82794
33 H 2.53947 -0.95375 6.83517
34 H 3.07674 -2.33462 5.74433
35 H 3.13026 -2.58999 7.54159
36 H 5.40496 -1.69564 5.80448
37 H 5.30615 -1.58423 7.62597
38 H 7.36664 0.67622 6.03743
39 H 6.95102 2.04123 7.28560
40 H 7.02218 0.20986 7.76121
41 H 2.73830 2.26685 3.15462
42 H 4.03029 5.03676 3.42801
43 H 4.09475 4.47251 1.70008
44 H 1.49638 5.01630 3.45098
45 H 2.09349 5.76825 1.90000
46 H 1.77560 2.86058 1.30379
47 H 0.81726 4.27700 0.60319
48 H -3.10770 2.15764 1.30516
49 H -4.15270 1.70109 2.72066
50 H -4.69010 -0.38932 1.81947
51 H -3.86083 0.18706 0.29258
52 H -1.69407 -2.17230 2.94946
53 H -3.41582 -1.70545 3.30337
54 H -0.94122 -0.21029 4.11929
55 H -2.67458 0.01500 4.61848
56 H 6.41098 3.82924 2.60498
57 H 5.92155 3.07349 1.00422
58 H 7.84905 1.53082 3.02275
59 H 8.40262 2.81614 1.86901
60 H 8.51164 1.43760 0.07150
61 H 6.75071 1.00945 0.12783
62 H 9.07092 -0.44288 1.86294
63 H 8.57879 -0.89521 0.16467
64 H 5.95412 -1.22620 3.50564
65 H 7.46523 -2.30176 3.56437
66 H 7.70606 -0.50198 3.63767
67 H 6.29252 -4.60616 0.61442
68 H 6.21885 -4.30972 2.40356
69 H 5.10346 -3.30042 1.32595
70 C -6.52628 1.28205 -0.55268
71 C -7.54029 1.73345 -1.59508
72 C -8.38135 0.58126 -2.14909
73 C -7.59040 -0.49940 -2.89214
74 C -6.76760 0.00619 -4.07891
75 C -7.62528 0.61479 -5.18057
76 H -5.80259 0.57858 -0.97025
77 H -5.96918 2.14122 -0.17143
78 H -7.02639 0.79992 0.29223
79 H -7.02503 2.25732 -2.40609
80 H -8.21300 2.46459 -1.13583
81 H -9.14985 0.99288 -2.80999
82 H -8.92108 0.10624 -1.32173
83 H -8.29247 -1.26308 -3.24459
84 H -6.92051 -1.00964 -2.19223
85 H -6.20902 -0.83686 -4.49795
86 H -6.02112 0.73409 -3.74815
87 H -8.34335 -0.11576 -5.56252
88 H -6.99443 0.93620 -6.01332
89 H -8.17625 1.48974 -4.82870
90 C -3.73904 -2.74285 -5.51019
91 C -3.46540 -2.05387 -6.83997
92 C -4.73925 -1.56143 -7.53138
93 C -5.73371 -2.65976 -7.91887
94 C -5.16948 -3.74387 -8.83967
95 C -4.72034 -3.20300 -10.19107
96 H -4.35616 -3.63573 -5.63614
97 H -2.80034 -3.05311 -5.04606
98 H -4.25048 -2.06535 -4.82093
99 H -2.90876 -2.72982 -7.49650
100 H -2.81313 -1.19366 -6.66066
101 H -4.45775 -0.99120 -8.42151
102 H -5.24996 -0.85176 -6.87011
103 H -6.59599 -2.19131 -8.40621
104 H -6.12449 -3.13620 -7.01357
105 H -5.94712 -4.49640 -9.00628
106 H -4.33794 -4.26461 -8.35638
107 H -5.55238 -2.72469 -10.71441
108 H -4.35037 -4.01758 -10.81873
109 H -3.91288 -2.47494 -10.08820

---

Number 1: molecular weight 1088.28 g/mol. Number 2: molecular weight 704.85 g/mol. Number 3: molecular weight 746.70 g/mol.